# 1
ORCA calculation (the ωB97M-V functional and the def2-TZVPD basis) on C15H10Cl3N3O4PtTe4 as an isolated structure.

Results
orbital gap = 5.333 eV
E_HOMO = -7.0 eV
total charge = 0

Element x y z (Å)
Pt -0.2865 -0.0088 0.0752
O 3.8116 -0.8272 -3.4054
C 2.7553 -0.5236 -4.1702
C 2.9701 -0.4890 -5.5499
C 1.9397 -0.1809 -6.4094
C 0.6615 0.1017 -5.9247
C 0.4348 0.0694 -4.5697
C 1.4665 -0.2409 -3.6702
C 1.1499 -0.2489 -2.2455
O -0.0829 0.0173 -1.9283
N 2.1187 -0.5306 -1.3625
N 1.6751 -0.4629 -0.0990
C 2.2609 -0.8261 0.9739
C 1.4610 -0.6837 2.1998
C 1.9387 -1.0329 3.4470
C 1.1165 -0.8839 4.5557
C -0.1586 -0.3770 4.3963
C -0.5940 -0.0521 3.1228
N 0.1901 -0.2086 2.0618
H 3.5290 -0.8217 -2.4643
H 3.9644 -0.7089 -5.9135
H 2.1291 -0.1583 -7.4751
H -0.1426 0.3423 -6.6057
H -0.5460 0.2855 -4.1673
H 3.2645 -1.2362 0.9832
H 2.9422 -1.4232 3.5404
H 1.4764 -1.1637 5.5364
H -0.8269 -0.2473 5.2341
H -1.5857 0.3317 2.9267
Te -2.8916 0.4148 0.1981
Te -3.1707 1.7925 -2.0931
Te -0.9511 3.4046 -2.0173
Te 0.0348 2.5417 0.3171
Cl 0.7197 -4.6828 0.5514
C -0.9114 -4.2524 1.0970
Cl -1.1113 -4.8043 2.7662
Cl -2.1140 -5.0303 0.0570
C -1.1559 -2.7051 1.0111
O -1.9122 -2.1985 1.8190
O -0.5307 -2.1598 0.0469

Atomic partial charges in e from the Löwdin method, atoms 1 to 4: Pt 0.79; O 0.07; C -0.26; C -0.01

=====

# 2
ORCA calculation (the ωB97M-V functional and the def2-TZVPD basis) on C15H10Cl4N2O5Re as an isolated structure.

Results
orbital gap (spin up / spin down) = 7.230 / 5.811 eV
E_HOMO (spin up / spin down) = -14.9 / -14.9 eV
total charge = +2
2S+1 = 2
⟨S²⟩ = 1.06

Element x y z (Å)
Re -0.3982 -1.0835 -1.0678
Cl -3.3680 4.9775 -1.0869
C -2.4333 3.6494 -1.5021
C -1.6601 3.6854 -2.7220
Cl -1.7186 5.0685 -3.6969
C -0.8870 2.6129 -3.0903
Cl 0.0486 2.5761 -4.5077
C -0.8715 1.4761 -2.2409
O -0.1916 0.4124 -2.4776
C -1.6433 1.4542 -1.0267
O -1.5229 0.3234 -0.3401
C -2.4197 2.5248 -0.6555
Cl -3.3242 2.4593 0.7870
N -0.9143 -2.1199 0.7563
C 0.0809 -1.8416 1.8018
C 0.0256 -2.3794 3.0539
C 1.0258 -2.0603 3.9972
C 2.0507 -1.2193 3.6664
C 2.1244 -0.6553 2.3703
C 3.1588 0.2073 1.9440
C 3.1621 0.6959 0.6632
C 2.1309 0.3353 -0.2064
N 1.1399 -0.4674 0.1625
C 1.1221 -0.9751 1.4392
H -1.0119 -3.1286 0.6387
H -1.8281 -1.7818 1.0640
H -0.7781 -3.0515 3.3310
H 0.9725 -2.4932 4.9860
H 2.8199 -0.9781 4.3883
H 3.9489 0.4715 2.6360
H 3.9456 1.3489 0.3083
H 2.1055 0.6948 -1.2276
O -2.0760 -1.5711 -2.3748
H -1.9969 -1.3630 -3.3180
H -2.6974 -2.3050 -2.2819
O 0.5814 -2.3331 -1.8008
O 1.2975 -3.1665 -2.3701

Atomic partial charges in e from the Löwdin method, atoms 1 to 4: Re 1.67; Cl 0.86; C -0.64; C -0.67

=====

# 3
ORCA calculation (the ωB97M-V functional and the def2-TZVPD basis) on C15H10N2O11Sn as an isolated structure.

Results
orbital gap = 4.804 eV
E_HOMO = -9.2 eV
total charge = 0

Element x y z (Å)
Sn 0.0292 1.7800 -1.6490
O 3.9004 1.9512 4.1145
C 3.3342 1.9328 3.0719
C 1.7884 1.8525 2.8730
O 0.9749 1.6928 3.7225
C 1.5151 1.8968 1.3455
C 2.8751 1.8108 0.6044
O 2.9944 1.5761 -0.5555
C 4.0024 1.9863 1.6608
O 5.1450 2.2150 1.4368
O 0.4468 2.0625 0.8324
N -2.1407 1.7189 -0.7667
C -2.9816 2.9284 -0.8231
C -2.3534 4.0561 -0.0209
C -1.1752 4.6941 -0.7357
O -1.0578 5.8993 -0.7639
O -0.3439 3.8495 -1.2940
H -2.5871 0.8992 -1.1677
H -1.9700 1.4607 0.2018
H -3.9734 2.7087 -0.4236
H -3.1030 3.2190 -1.8672
H -1.9665 3.6622 0.9263
H -3.0760 4.8394 0.1914
O -1.8831 -1.0509 -0.5978
C -0.6707 -1.1936 -0.6852
O 0.2069 -0.2328 -0.7616
C -0.0891 -2.5788 -0.7268
C 1.2244 -2.8001 -1.1262
C 1.7268 -4.0919 -1.2075
C 0.9223 -5.1713 -0.8795
C -0.3780 -4.9256 -0.4784
C -0.9034 -3.6534 -0.3993
N -1.2420 -6.0755 -0.1284
O -2.3787 -5.8384 0.2209
O -0.7575 -7.1855 -0.2125
H 1.8441 -1.9509 -1.3799
H 2.7457 -4.2594 -1.5295
H 1.2817 -6.1884 -0.9303
H -1.9265 -3.4956 -0.0921

Atomic partial charges in e from the Löwdin method, atoms 1 to 4: Sn 1.42; O 0.23; C -0.20; C -0.19

=====

# 4
ORCA calculation (the ωB97M-V functional and the def2-TZVPD basis) on C15H10N2O4Pb as an isolated structure in a non-equilibrium geometry.

Results
orbital gap = 7.046 eV
E_HOMO = -7.9 eV
total charge = 0

Element x y z (Å)
Pb -6.8443 -1.4908 7.8266
O -9.7428 -3.8271 4.8459
C -9.0017 -3.3073 5.7426
O -8.0804 -2.5547 5.5193
C -9.3169 -3.7933 7.1139
C -10.1744 -4.8465 7.4143
C -10.2303 -5.3600 8.6985
C -9.5326 -4.7189 9.6933
C -8.7111 -3.6656 9.3603
N -8.6130 -3.2475 8.1105
C -7.9232 -2.8464 10.4439
O -8.1370 -3.1587 11.5880
O -7.0297 -2.0257 10.0007
H -9.5736 -3.2805 4.0473
H -10.8679 -5.2296 6.6274
H -10.8789 -6.0998 8.9523
H -9.5243 -5.0738 10.7469
C -5.1996 -3.1286 7.5513
C -5.7286 -4.4629 7.2102
C -5.9689 -5.4283 8.2145
C -6.5734 -6.6131 7.9469
C -7.0768 -6.8703 6.6461
C -6.7922 -5.9553 5.5958
C -6.1177 -4.7665 5.8644
C -7.9149 -7.9810 6.4361
N -8.5107 -8.9672 6.4141
H -4.5340 -2.7082 6.7707
H -4.6088 -3.0283 8.4993
H -5.7243 -5.2159 9.2617
H -6.8737 -7.2965 8.7324
H -7.0205 -6.2930 4.5928
H -5.8632 -3.9853 5.0888

Atomic partial charges in e from the Löwdin method, atoms 1 to 4: Pb 1.33; O 0.18; C -0.54; O 0.00